Record 1
# C41H45NO3S3Si2W

C41H45NO3S3Si2W as an isolated structure (ωB97M-V/def2-TZVPD, the Open Molecules 2025 dataset).

Element x y z (Å)
W: 1.972 -0.906 -1.017
C: 1.550 2.623 6.290
C: 1.248 2.358 4.845
C: 1.850 3.100 3.837
C: 1.561 2.854 2.500
C: 0.656 1.855 2.189
C: 0.036 1.090 3.173
C: 0.340 1.349 4.491
S: 0.409 1.511 0.475
O: 1.020 0.076 0.476
C: -1.430 1.483 0.482
C: -1.796 2.675 1.172
C: -2.981 2.807 1.817
C: -3.827 1.681 1.926
C: -4.957 1.677 2.778
C: -5.762 0.580 2.854
C: -5.475 -0.557 2.069
C: -4.418 -0.560 1.206
C: -3.548 0.561 1.116
C: -2.409 0.530 0.214
C: -2.795 -0.269 -1.030
C: -3.997 0.273 -1.622
C: -4.379 1.630 -1.410
C: -5.518 2.133 -1.961
C: -6.374 1.312 -2.729
C: -6.031 0.019 -2.972
C: -4.825 -0.520 -2.455
C: -4.427 -1.831 -2.790
C: -3.191 -2.260 -2.426
C: -2.378 -1.475 -1.569
S: -0.727 -2.028 -1.694
O: 0.060 -0.673 -1.785
C: -0.232 -2.758 -0.162
C: -0.772 -2.401 1.076
C: -0.421 -3.131 2.189
C: 0.449 -4.227 2.101
C: 0.828 -5.001 3.323
C: 0.963 -4.577 0.855
C: 0.619 -3.863 -0.278
H: 2.283 3.418 6.406
H: 1.937 1.725 6.773
H: 0.644 2.913 6.823
H: 2.552 3.882 4.094
H: 2.035 3.436 1.719
H: -0.679 0.320 2.910
H: -0.136 0.769 5.272
H: -1.083 3.489 1.215
H: -3.240 3.735 2.309
H: -5.164 2.558 3.370
H: -6.619 0.576 3.512
H: -6.102 -1.434 2.150
H: -4.225 -1.441 0.608
H: -3.740 2.286 -0.837
H: -5.770 3.175 -1.813
H: -7.289 1.721 -3.134
H: -6.661 -0.616 -3.581
H: -5.068 -2.449 -3.403
H: -2.803 -3.199 -2.801
H: -1.469 -1.578 1.156
H: -0.844 -2.871 3.151
H: 0.106 -4.863 4.126
H: 1.800 -4.653 3.677
H: 0.915 -6.064 3.106
H: 1.615 -5.437 0.769
H: 0.967 -4.185 -1.254
C: 3.826 0.358 -5.001
Si: 2.500 0.028 -3.751
C: 2.482 -1.877 -3.352
C: 0.857 0.557 -4.455
C: 2.816 0.671 -2.001
Si: 4.647 1.070 -1.553
C: 4.674 1.491 0.277
C: 5.170 2.574 -2.505
C: 5.769 -0.373 -1.934
H: 3.532 -0.113 -5.942
H: 4.812 -0.013 -4.731
H: 3.896 1.431 -5.188
H: 1.566 -2.392 -3.643
H: 2.799 -2.302 -2.361
H: 3.298 -2.306 -3.941
H: 0.993 0.892 -5.484
H: 0.428 1.385 -3.888
H: 0.125 -0.249 -4.459
H: 2.273 1.598 -1.763
H: 4.773 2.571 0.407
H: 5.532 1.031 0.772
H: 3.775 1.172 0.808
H: 4.454 3.390 -2.384
H: 5.298 2.383 -3.570
H: 6.130 2.926 -2.119
H: 5.398 -1.325 -1.548
H: 6.735 -0.189 -1.457
H: 5.963 -0.483 -3.000
O: 3.276 -2.681 2.391
S: 4.074 -2.039 1.359
N: 3.273 -1.542 0.139

Its expectation value of S² is 2.068. The net charge is +2. Its spin multiplicity is 3. The energy relative to the best compared isomer or geometry (same formula, charge and spin) comes out at 0.0 kcal per mole. The value obtained for the HOMO energy (alpha / beta) is -13.004 / -13.014 eV.

Record 2
# C41H45NP2Re

C41H45NP2Re as an isolated structure in a non-equilibrium geometry (ωB97M-V/def2-TZVPD, the Open Molecules 2025 dataset).

Element x y z (Å)
Re: -3.113 1.330 -3.762
C: 0.456 -1.684 -1.815
C: 0.530 -1.533 -3.133
C: -0.347 -2.095 -4.210
C: -1.873 -2.184 -4.105
C: -2.652 -1.170 -3.245
C: -2.708 -1.381 -1.871
C: -2.014 -2.466 -1.179
C: -0.482 -2.453 -0.942
C: -3.757 2.250 -2.028
H: 1.356 -1.367 -1.265
H: 1.319 -0.901 -3.552
H: -0.037 -3.138 -4.383
H: -0.105 -1.525 -5.118
H: -2.252 -2.163 -5.131
H: -2.146 -3.182 -3.731
H: -3.692 -1.211 -3.608
H: -3.476 -0.803 -1.375
H: -2.195 -3.400 -1.744
H: -2.493 -2.539 -0.181
H: -0.314 -2.102 0.092
H: -0.176 -3.517 -0.944
H: -2.944 2.663 -1.384
H: -4.502 1.748 -1.394
H: -4.204 3.083 -2.573
P: -2.308 1.456 -5.797
P: -5.067 0.965 -4.604
C: -3.083 -0.181 -6.068
C: -4.395 -0.368 -5.644
C: -2.601 2.213 -7.460
C: -3.064 1.403 -8.509
C: -3.288 1.927 -9.774
C: -3.010 3.276 -10.032
C: -2.441 4.066 -9.019
C: -2.220 3.538 -7.744
C: -0.466 1.373 -5.981
C: 0.267 2.307 -5.232
C: 1.640 2.406 -5.415
C: 2.263 1.634 -6.391
C: 1.556 0.659 -7.076
C: 0.173 0.537 -6.899
C: -6.482 1.621 -5.613
C: -6.229 2.456 -6.712
C: -7.285 2.921 -7.505
C: -8.601 2.506 -7.247
C: -8.848 1.601 -6.214
C: -7.796 1.161 -5.405
C: -6.084 0.227 -3.253
C: -6.619 1.118 -2.312
C: -7.197 0.613 -1.145
C: -7.330 -0.774 -1.003
C: -6.837 -1.655 -1.965
C: -6.157 -1.156 -3.084
H: -2.535 -0.840 -6.748
H: -5.062 -1.201 -5.863
H: -3.236 0.341 -8.352
H: -3.666 1.266 -10.552
H: -3.216 3.696 -11.007
H: -2.165 5.104 -9.238
H: -1.742 4.139 -6.967
H: -0.277 2.923 -4.502
H: 2.223 3.116 -4.787
H: 3.325 1.780 -6.638
H: 2.082 -0.006 -7.768
H: -0.403 -0.156 -7.508
H: -5.200 2.719 -6.952
H: -7.091 3.595 -8.333
H: -9.435 2.863 -7.866
H: -9.854 1.214 -6.045
H: -7.999 0.439 -4.619
H: -6.506 2.201 -2.458
H: -7.533 1.298 -0.364
H: -7.825 -1.166 -0.117
H: -6.960 -2.728 -1.864
H: -5.694 -1.830 -3.803
C: 0.804 1.753 -2.164
C: -0.106 1.537 -1.047
C: 0.348 1.616 0.309
C: -0.695 1.147 1.084
C: -1.771 0.842 0.195
C: -2.989 0.238 0.749
N: -1.395 1.082 -1.096
H: 1.660 1.069 -2.050
H: 0.294 1.511 -3.102
H: 1.183 2.788 -2.147
H: 1.352 1.911 0.580
H: -0.746 0.953 2.152
H: -2.875 -0.855 0.751
H: -3.931 0.518 0.260
H: -3.036 0.557 1.804

Its expectation value of S² is 3.806. The net charge is +2. Its spin multiplicity is 4. The energy relative to the best compared isomer or geometry (same formula, charge and spin) comes out at 0.0 kcal per mole. The value obtained for the HOMO energy (alpha / beta) is -13.238 / -13.841 eV.

Record 3
# C41H45NP2V

C41H45NP2V as an isolated structure in a non-equilibrium geometry (ωB97M-V/def2-TZVPD, the Open Molecules 2025 dataset).

Element x y z (Å)
V: 0.426 -0.028 -1.428
C: -2.089 -0.533 -0.091
C: -1.911 -0.582 -1.467
C: -2.522 0.450 -2.369
C: -1.480 1.376 -3.046
C: -0.386 1.862 -2.157
C: -0.442 2.019 -0.760
C: -1.704 2.022 0.055
C: -2.101 0.686 0.737
C: 2.457 -0.050 -1.816
H: -2.395 -1.425 0.464
H: -1.519 -1.516 -1.933
H: -3.228 1.073 -1.796
H: -3.149 -0.077 -3.117
H: -1.035 0.962 -3.966
H: -2.096 2.198 -3.429
H: 0.548 2.195 -2.650
H: 0.317 2.722 -0.379
H: -2.565 2.377 -0.525
H: -1.588 2.780 0.856
H: -1.492 0.568 1.655
H: -3.110 0.809 1.176
H: 2.830 -0.475 -0.852
H: 2.863 0.970 -1.967
H: 2.767 -0.719 -2.658
P: -0.153 -1.868 -8.317
P: 1.635 0.327 -8.618
C: -0.939 -0.312 -8.889
C: -0.019 0.618 -9.249
C: -0.650 -3.036 -9.663
C: -1.756 -2.832 -10.496
C: -2.132 -3.821 -11.411
C: -1.356 -4.969 -11.564
C: -0.175 -5.110 -10.828
C: 0.182 -4.154 -9.885
C: -1.192 -2.197 -6.866
C: -0.941 -1.355 -5.771
C: -1.666 -1.557 -4.612
C: -2.713 -2.474 -4.540
C: -2.958 -3.299 -5.640
C: -2.189 -3.177 -6.801
C: 2.512 0.844 -10.194
C: 2.402 -0.018 -11.306
C: 2.790 0.410 -12.577
C: 3.364 1.679 -12.737
C: 3.590 2.492 -11.625
C: 3.205 2.052 -10.351
C: 1.835 1.832 -7.594
C: 3.052 1.980 -6.904
C: 3.362 3.210 -6.331
C: 2.447 4.272 -6.406
C: 1.198 4.079 -7.002
C: 0.872 2.845 -7.562
H: -2.036 -0.205 -8.898
H: -0.220 1.449 -9.925
H: -2.323 -1.904 -10.442
H: -3.038 -3.683 -12.001
H: -1.665 -5.743 -12.266
H: 0.460 -5.976 -10.991
H: 1.107 -4.258 -9.319
H: -0.208 -0.546 -5.834
H: -1.406 -0.993 -3.730
H: -3.317 -2.537 -3.631
H: -3.751 -4.039 -5.583
H: -2.372 -3.816 -7.663
H: 1.982 -1.017 -11.164
H: 2.650 -0.249 -13.440
H: 3.644 2.019 -13.734
H: 4.072 3.468 -11.749
H: 3.434 2.674 -9.485
H: 3.761 1.149 -6.860
H: 4.328 3.349 -5.843
H: 2.706 5.247 -5.993
H: 0.471 4.888 -7.053
H: -0.105 2.698 -8.021
C: 0.016 -2.884 -0.039
C: 0.408 -1.872 0.943
C: 0.501 -1.989 2.355
C: 0.814 -0.696 2.842
C: 0.931 0.147 1.714
C: 1.135 1.586 1.747
N: 0.655 -0.569 0.566
H: 0.629 -2.847 -0.956
H: -1.033 -2.752 -0.346
H: 0.125 -3.867 0.440
H: 0.304 -2.918 2.908
H: 0.917 -0.314 3.862
H: 0.181 2.111 1.899
H: 1.786 1.813 2.599
H: 1.623 1.969 0.846

Its expectation value of S² is 0.759. The net charge is +2. Its spin multiplicity is 2. The value obtained for the HOMO energy (alpha / beta) is -11.733 / -11.733 eV.

Record 4
# C41H46BF3N7OSZr

C41H46BF3N7OSZr as an isolated structure in a non-equilibrium geometry (ωB97M-V/def2-TZVPD, the Open Molecules 2025 dataset).

Element x y z (Å)
Zr: 0.555 -0.771 0.106
C: 1.925 -4.007 1.132
C: 2.888 -2.914 0.837
C: 4.243 -2.801 1.294
C: 4.759 -1.633 0.705
C: 6.169 -1.073 0.777
N: 3.819 -1.055 -0.027
N: 2.592 -1.847 0.059
B: 3.552 0.484 -0.252
N: 2.775 1.091 0.923
N: 1.872 0.280 1.667
C: 1.671 0.872 2.880
C: 0.760 0.276 3.939
C: 2.409 2.096 2.889
C: 3.030 2.198 1.643
C: 3.979 3.215 1.121
N: 2.860 0.666 -1.602
N: 1.854 -0.240 -2.027
C: 1.773 -0.171 -3.365
C: 0.946 -1.046 -4.283
C: 2.667 0.818 -3.833
C: 3.357 1.289 -2.724
C: 4.386 2.336 -2.681
H: 2.559 -4.885 0.956
H: 1.100 -3.978 0.453
H: 1.566 -3.979 2.186
H: 4.708 -3.578 1.880
H: 6.951 -1.853 0.885
H: 6.282 -0.383 1.614
H: 6.340 -0.589 -0.196
H: 4.597 1.064 -0.304
H: 0.074 -0.468 3.485
H: 0.155 1.106 4.380
H: 1.282 -0.219 4.750
H: 2.512 2.712 3.747
H: 3.980 4.142 1.686
H: 3.617 3.421 0.114
H: 4.990 2.794 1.012
H: 0.274 -1.702 -3.737
H: 1.588 -1.687 -4.886
H: 0.398 -0.459 -5.018
H: 2.790 1.212 -4.823
H: 4.408 2.812 -3.634
H: 5.383 1.894 -2.611
H: 4.266 2.986 -1.845
N: -0.846 -1.286 1.450
C: -1.965 -1.563 2.003
C: -3.176 -0.644 1.855
C: -3.051 0.749 1.761
C: -4.212 1.519 1.916
C: -5.442 0.947 2.082
C: -5.544 -0.423 2.179
C: -4.453 -1.218 2.005
C: -2.128 -2.706 2.931
C: -2.668 -2.477 4.211
C: -2.642 -3.468 5.211
C: -2.028 -4.665 4.976
C: -1.629 -4.967 3.640
C: -1.699 -4.007 2.634
H: -2.079 1.216 1.595
H: -4.130 2.574 1.828
H: -6.311 1.580 2.270
H: -6.547 -0.871 2.392
H: -4.538 -2.294 2.039
H: -3.179 -1.530 4.379
H: -3.160 -3.278 6.162
H: -1.908 -5.433 5.756
H: -1.270 -5.961 3.404
H: -1.345 -4.240 1.640
C: -2.595 -4.838 -2.065
C: -1.967 -3.635 -2.747
S: -1.971 -2.237 -1.599
O: -0.407 -1.932 -1.355
C: -2.340 -0.743 -2.601
C: -3.697 -0.649 -3.231
H: -2.607 -5.717 -2.711
H: -3.653 -4.662 -1.802
H: -2.090 -5.136 -1.150
H: -2.521 -3.278 -3.659
H: -0.911 -3.866 -3.067
H: -1.504 -0.596 -3.331
H: -2.229 0.058 -1.870
H: -3.781 -1.226 -4.152
H: -3.990 0.396 -3.440
H: -4.457 -0.965 -2.503
F: -2.370 7.699 -3.722
C: -1.429 7.448 -2.758
F: -0.232 7.754 -3.365
F: -1.666 8.367 -1.782
C: -1.405 6.099 -2.154
C: -1.454 4.974 -2.961
C: -1.335 3.711 -2.376
C: -1.004 3.584 -1.034
C: -0.883 4.711 -0.224
C: -1.019 5.966 -0.784
C: -0.568 2.336 -0.549
C: -0.188 1.203 -0.290
H: -1.630 5.073 -4.009
H: -1.429 2.738 -2.885
H: -0.605 4.567 0.820
H: -0.776 6.819 -0.239

The net charge is +1. The energy relative to the best compared isomer or geometry (same formula, charge and spin) comes out at 0.0 kcal per mole. The value obtained for the HOMO energy is -10.622 eV.

Record 5
# C41H46IN5OPSV

C41H46IN5OPSV as an isolated structure in a non-equilibrium geometry (ωB97M-V/def2-TZVPD, the Open Molecules 2025 dataset).

Element x y z (Å)
V: 0.619 0.510 -0.645
I: -2.475 0.008 2.178
C: -2.122 1.970 2.834
C: -3.198 2.805 2.719
C: -3.234 4.037 3.408
C: -2.239 4.328 4.287
C: -1.121 3.467 4.435
C: -0.160 3.736 5.440
C: 0.899 2.901 5.631
C: 1.115 1.851 4.718
C: 0.254 1.595 3.683
P: 0.970 0.623 2.271
C: 2.590 1.473 2.145
C: 3.765 1.133 2.807
C: 4.920 1.878 2.616
C: 4.915 2.980 1.772
C: 3.746 3.337 1.117
C: 2.598 2.582 1.302
C: 1.263 -1.028 3.016
C: 2.414 -1.787 2.803
C: 2.535 -3.057 3.354
C: 1.510 -3.592 4.119
C: 0.361 -2.844 4.340
C: 0.243 -1.573 3.801
C: -0.976 2.319 3.610
H: -4.062 2.493 2.147
H: -4.087 4.691 3.294
H: -2.289 5.215 4.906
H: -0.302 4.605 6.069
H: 1.610 3.078 6.426
H: 2.034 1.281 4.800
H: 3.795 0.284 3.478
H: 5.828 1.595 3.132
H: 5.819 3.557 1.627
H: 3.728 4.196 0.460
H: 1.686 2.873 0.786
H: 3.215 -1.402 2.190
H: 3.440 -3.625 3.183
H: 1.611 -4.578 4.553
H: -0.442 -3.245 4.944
H: -0.649 -0.996 4.008
C: -3.867 -0.881 -2.951
C: -3.249 -1.600 -1.774
N: -2.264 -0.728 -1.146
C: -2.210 0.597 -1.295
N: -1.144 1.243 -0.779
C: -1.235 2.709 -0.656
C: -1.897 3.302 -1.879
C: -3.273 2.690 -2.008
N: -3.206 1.232 -1.930
C: -4.333 0.486 -2.493
H: -4.704 -1.450 -3.354
H: -3.115 -0.767 -3.734
H: -2.733 -2.504 -2.089
H: -4.015 -1.869 -1.040
H: -1.448 -1.183 -0.751
H: -0.231 3.114 -0.526
H: -1.802 2.960 0.249
H: -1.299 3.080 -2.766
H: -1.986 4.385 -1.788
H: -3.730 2.943 -2.966
H: -3.933 3.063 -1.218
H: -4.716 1.070 -3.329
H: -5.135 0.403 -1.752
C: 1.273 1.466 -2.360
H: 0.657 1.128 -3.201
H: 2.320 1.262 -2.579
H: 1.153 2.551 -2.275
C: -1.470 -3.937 0.907
C: -0.095 -4.420 0.453
C: 0.428 -3.664 -0.759
N: 0.559 -2.239 -0.405
C: 1.427 -1.407 -1.145
S: 2.689 -0.562 -0.311
N: 1.625 -1.733 -2.514
C: 0.621 -1.810 -3.432
O: -0.553 -1.722 -3.105
C: 1.034 -2.006 -4.859
C: 0.033 -1.928 -5.821
C: 0.338 -2.083 -7.163
C: 1.649 -2.320 -7.552
C: 2.652 -2.408 -6.597
C: 2.346 -2.253 -5.254
H: -1.852 -4.546 1.725
H: -2.191 -3.990 0.088
H: -1.438 -2.904 1.264
H: -0.141 -5.479 0.194
H: 0.623 -4.329 1.277
H: -0.272 -3.757 -1.593
H: 1.395 -4.055 -1.082
H: 0.757 -2.132 0.587
H: 2.550 -1.515 -2.853
H: -0.983 -1.748 -5.497
H: -0.447 -2.021 -7.904
H: 1.890 -2.440 -8.600
H: 3.672 -2.606 -6.896
H: 3.146 -2.361 -4.532

Its expectation value of S² is 0.985. The net charge is +1. Its spin multiplicity is 2. The energy relative to the best compared isomer or geometry (same formula, charge and spin) comes out at 12.6 kcal per mole. The value obtained for the HOMO energy (alpha / beta) is -10.397 / -9.761 eV.

Energy for every record listed, in sequence, given in a.u.: -3709.91482; -2404.21283; -3269.98850; -2818.08333; -3920.04465.